80
Properties=species:S:1:pos:R:3:forces:R:3 method="wB97M-V/def2-TZVPD" spin_multiplicity=5 total_charge=0 s2=6.052 max_force_ha_per_bohr=0.0380 energy_ha=-6125.3288
Cr -0.0526 -0.7289 -3.8597 0.5 -0.6 0.0
O 4.2521 2.5131 -2.0617 0.2 0.2 0.4
C 3.2227 3.2754 -2.3372 -0.2 0.0 -0.2
O 3.3041 4.4173 -2.7018 0.0 0.0 0.1
C 1.7986 2.6756 -2.1797 0.2 0.3 0.0
C 0.9983 3.3878 -1.3129 0.0 -0.3 -0.1
Cl 1.7609 4.4055 -0.1270 0.0 0.0 -0.1
N -1.0859 2.8323 -2.3704 0.2 -0.3 0.2
N 0.2631 0.9061 -2.8277 0.6 1.4 1.2
C 1.4447 1.5286 -2.9553 -0.7 -0.4 0.1
C 2.4131 0.5462 -3.5960 0.2 -0.2 -0.2
O 3.6372 0.6527 -3.5202 -0.3 -0.1 -0.1
O 1.8189 -0.4623 -4.1025 0.9 -0.2 -0.5
C -2.5396 3.0743 -2.6043 -0.3 0.1 -0.1
C -3.0414 4.3558 -2.4426 0.1 0.1 0.0
C -4.3874 4.5962 -2.6653 0.0 0.0 0.0
C -5.2282 3.5630 -3.0478 0.0 0.0 0.0
C -4.7087 2.2930 -3.2399 0.0 0.1 0.0
C -3.3612 2.0442 -3.0279 0.2 0.0 0.0
H 4.0781 1.6000 -2.4640 0.0 0.1 -0.1
H -2.4045 5.1781 -2.1469 0.0 0.0 0.0
H -4.7758 5.5972 -2.5358 0.0 0.0 0.0
H -6.2820 3.7497 -3.2060 0.0 0.0 0.0
H -5.3467 1.4799 -3.5583 0.0 0.0 0.0
H -2.9710 1.0562 -3.2097 0.1 -0.1 0.1
C -1.6079 -1.7288 0.5835 -0.1 0.1 -0.2
C -0.9237 -1.0977 1.7837 -0.1 0.0 0.1
As -1.2319 -2.1155 3.4560 0.2 0.1 -0.1
C 0.0946 -1.1698 4.5487 0.0 0.0 0.1
C 0.5773 0.0998 4.2502 -0.1 0.0 -0.1
C 1.5036 0.7197 5.0792 0.0 0.0 0.1
C 1.9526 0.0798 6.2235 0.0 0.0 0.0
C 1.4672 -1.1824 6.5387 0.0 0.0 0.0
C 0.5450 -1.7982 5.7088 -0.1 0.0 -0.1
C -0.0764 -3.6092 2.9272 0.0 0.0 0.0
C 1.2651 -3.4203 2.6052 0.0 0.1 0.0
C 2.0424 -4.4831 2.1733 0.0 0.0 0.0
C 1.4866 -5.7511 2.0638 0.0 0.0 0.0
C 0.1550 -5.9530 2.3924 0.0 0.0 0.0
C -0.6223 -4.8845 2.8202 -0.1 0.1 0.0
P -1.1029 -1.1376 -1.1198 0.1 -0.2 0.5
C -1.3301 0.7021 -1.0260 -0.5 -0.1 0.1
C -0.7007 1.4329 -2.0336 0.0 0.4 -0.2
C -0.4663 3.7381 -1.3559 0.1 0.3 0.2
C -1.2215 3.6613 -0.0642 -0.1 -0.2 0.1
C -1.9574 2.6330 0.4172 0.1 0.4 -0.1
C -2.0859 1.2882 -0.0308 0.1 -0.4 -0.3
C 0.7135 -1.3801 -0.9275 -0.1 0.1 0.0
C 1.5664 -0.5128 -0.2428 0.0 0.1 -0.2
C 2.9016 -0.8393 -0.0706 0.0 0.1 0.0
C 3.4026 -2.0276 -0.5861 0.0 0.0 -0.1
C 2.5707 -2.8844 -1.2865 0.0 0.0 0.0
C 1.2307 -2.5649 -1.4538 -0.1 0.1 0.1
H -2.6961 -1.6446 0.6451 0.0 -0.1 0.0
H -1.3769 -2.7984 0.5432 -0.1 0.0 -0.1
H -1.2575 -0.0727 1.9310 0.0 0.0 0.1
H 0.1542 -1.0897 1.6449 0.0 0.1 0.0
H 0.2386 0.6236 3.3644 0.0 0.0 0.0
H 1.8741 1.7058 4.8281 0.0 0.0 0.0
H 2.6765 0.5616 6.8680 0.0 0.0 0.0
H 1.8070 -1.6849 7.4356 0.0 0.0 0.0
H 0.1724 -2.7867 5.9566 0.0 0.0 0.0
H 1.7116 -2.4357 2.6978 0.0 0.0 0.0
H 3.0838 -4.3218 1.9241 0.0 0.0 0.0
H 2.0932 -6.5816 1.7257 0.0 0.0 0.0
H -0.2794 -6.9419 2.3178 0.0 0.0 0.0
H -1.6648 -5.0393 3.0758 0.0 0.0 0.0
H -0.6015 3.0251 -3.2527 0.0 -0.1 0.0
H -0.5025 4.7778 -1.7162 0.0 0.0 0.0
H -1.1815 4.5715 0.5179 -0.1 0.0 0.0
H -2.4894 2.8491 1.3382 0.0 0.0 0.0
H -2.7087 0.6412 0.5724 0.1 0.1 0.1
H 1.1919 0.4336 0.1328 0.0 0.0 0.0
H 3.5590 -0.1565 0.4541 0.0 0.0 0.0
H 4.4495 -2.2714 -0.4626 0.0 0.0 0.0
H 2.9666 -3.7940 -1.7187 0.0 0.0 0.0
H 0.5712 -3.2446 -1.9859 0.0 0.0 0.0
O -1.9870 -0.7608 -4.1249 -1.3 -0.1 -0.5
N -1.9671 -1.7404 -4.9355 0.1 0.0 0.2
O -0.7920 -2.1758 -5.0503 -0.3 -0.4 -0.5